# C2H11NO4

A 4-piece molecular cluster, C2H11NO4 overall (ωB97M-V with the def2-TZVPD basis set, OMol25).

**HOMO level**: -9.91 eV
**ΔE to the lowest compared entry with this formula, charge and spin**: 2.870 eV
**E**: -438.4520 a.u.
**SMILES**: NCC=O.O.O.O
**F_max**: 6.2 eV/Å

CARTESIAN COORDINATES (ANGSTROEM)
N (-0.45, -0.74, 1.01)
C (-0.68, -0.99, -0.45)
C (-0.75, 0.35, -1.27)
O (-1.49, 0.65, -2.23)
H (-0.70, 0.28, 1.21)
H (-1.09, -1.39, 1.40)
H (-1.56, -1.58, -0.73)
H (0.31, -1.36, -0.84)
H (0.10, 1.06, -1.28)
O (-3.18, 1.45, 0.48)
H (-3.82, 1.23, -0.14)
H (-2.42, 1.69, -0.08)
O (2.86, 0.70, -0.94)
H (2.73, 0.23, -0.11)
H (3.78, 0.80, -1.07)
O (2.18, -0.80, 1.45)
H (2.86, -0.97, 2.07)
H (1.31, -0.62, 1.53)



# C5H5FI2N2

A 2-piece molecular cluster, C5H5FI2N2 overall (ωB97M-V with the def2-TZVPD basis set, OMol25).

**HOMO level (spin up / spin down)**: -8.77 / -8.03 eV
**ΔE to the lowest compared entry with this formula, charge and spin**: 1.433 eV
**E**: -998.1838 a.u.
**F_max**: 5.2 eV/Å

CARTESIAN COORDINATES (ANGSTROEM)
C (-2.10, 0.39, -0.55)
C (-1.01, 0.98, -1.05)
C (-0.49, -0.63, 0.35)
C (0.30, -1.56, 1.28)
C (1.39, 0.52, -0.79)
N (-1.76, -0.59, 0.36)
N (0.09, 0.26, -0.55)
F (2.13, -0.53, -0.64)
I (1.90, 1.91, 2.15)
I (2.01, 1.95, -2.21)
H (-3.09, 0.38, -0.99)
H (-0.94, 1.89, -1.59)
H (0.94, -0.93, 2.02)
H (-0.41, -2.16, 1.78)
H (1.05, -1.88, 0.44)



# C17H45N7O4P2

A 3-piece molecular cluster, C17H45N7O4P2 overall (ωB97M-V with the def2-TZVPD basis set, OMol25).

**HOMO level**: -8.25 eV
**E**: -2041.5732 a.u.
**SMILES**: CN(C)P(=O)(N(C)C)N(C)C.CN(C)P(=O)(N(C)C)N(C)C.C=C[C@H](CN)OC=O
**F_max**: 5.5 eV/Å

CARTESIAN COORDINATES (ANGSTROEM)
C (-0.97, -0.17, 0.38)
N (0.30, -0.23, 1.07)
C (0.58, 1.06, 1.71)
P (1.67, -1.08, 0.52)
O (2.54, -1.13, 1.73)
N (1.29, -2.76, 0.35)
C (-0.05, -3.26, 0.59)
C (2.29, -3.67, 0.90)
N (1.46, -0.78, -1.17)
C (1.96, -1.78, -2.13)
C (2.08, 0.52, -1.54)
H (-0.96, 0.47, -0.51)
H (-1.73, 0.22, 1.06)
H (-1.33, -1.15, 0.08)
H (0.66, 1.87, 0.97)
H (1.50, 1.01, 2.28)
H (-0.22, 1.31, 2.40)
H (-0.44, -2.97, 1.58)
H (-0.05, -4.35, 0.53)
H (-0.74, -2.93, -0.18)
H (2.19, -3.80, 1.99)
H (3.30, -3.32, 0.70)
H (2.19, -4.65, 0.43)
H (3.00, -2.06, -1.94)
H (1.89, -1.37, -3.14)
H (1.35, -2.68, -2.11)
H (3.17, 0.50, -1.46)
H (1.70, 1.32, -0.90)
H (1.81, 0.78, -2.57)
C (-7.35, 3.90, -1.66)
N (-6.10, 3.85, -0.92)
C (-5.83, 5.14, -0.30)
P (-4.71, 2.98, -1.41)
O (-3.89, 2.95, -0.17)
N (-5.09, 1.30, -1.58)
C (-6.44, 0.80, -1.38)
C (-4.11, 0.40, -0.98)
N (-4.87, 3.26, -3.11)
C (-4.34, 2.24, -4.04)
C (-4.24, 4.55, -3.48)
H (-7.30, 4.53, -2.56)
H (-8.12, 4.32, -1.00)
H (-7.70, 2.92, -1.95)
H (-5.71, 5.95, -1.04)
H (-4.93, 5.10, 0.31)
H (-6.65, 5.42, 0.37)
H (-6.87, 1.10, -0.41)
H (-6.44, -0.29, -1.42)
H (-7.10, 1.12, -2.19)
H (-4.25, 0.29, 0.11)
H (-3.10, 0.76, -1.15)
H (-4.18, -0.59, -1.44)
H (-3.31, 1.96, -3.82)
H (-4.38, 2.64, -5.06)
H (-4.96, 1.35, -4.03)
H (-3.15, 4.53, -3.36)
H (-4.63, 5.36, -2.87)
H (-4.46, 4.80, -4.52)
C (9.52, -2.91, 2.92)
C (8.48, -2.05, 2.98)
C (7.13, -2.28, 2.35)
C (6.01, -1.87, 3.30)
N (6.23, -2.22, 4.72)
O (6.98, -3.59, 1.77)
C (6.86, -4.62, 2.63)
O (5.80, -5.03, 3.01)
H (10.06, -3.25, 3.80)
H (9.89, -3.26, 1.95)
H (8.58, -1.09, 3.49)
H (7.05, -1.60, 1.49)
H (5.06, -2.24, 2.91)
H (5.96, -0.78, 3.25)
H (6.96, -2.92, 4.83)
H (5.39, -2.69, 5.05)
H (7.77, -5.13, 2.95)



# C3H5N3O

One molecule with the formula C3H5N3O (ωB97M-V with the def2-TZVPD basis set, OMol25).

**HOMO level**: -8.61 eV
**ΔE to the lowest compared entry with this formula, charge and spin**: 2.898 eV
**E**: -356.7509 a.u.
**SMILES**: Cc1[nH]nnc1O
**F_max**: 5.0 eV/Å

CARTESIAN COORDINATES (ANGSTROEM)
C (0.60, 1.23, 0.94)
C (0.00, 0.21, 0.11)
N (-1.15, 0.43, -0.56)
N (-1.74, -0.61, -1.01)
N (-0.91, -1.56, -1.03)
C (0.18, -1.08, -0.32)
O (1.24, -1.85, -0.05)
H (-0.01, 1.53, 1.82)
H (1.60, 0.92, 1.03)
H (0.58, 2.15, 0.34)
H (-1.66, 1.24, -0.40)
H (1.26, -2.61, -0.87)



# C34H36BiClFN6O5S3

C34H36BiClFN6O5S3 as an isolated structure (ωB97M-V with the def2-TZVPD basis set, OMol25).

**HOMO level**: -10.88 eV
**ΔE to the lowest compared entry with this formula, charge and spin**: 0.884 eV
**E**: -3991.0791 a.u.
**Charge**: +1
**F_max**: 0.5 eV/Å

CARTESIAN COORDINATES (ANGSTROEM)
Bi (-0.29, 0.53, 0.04)
O (0.77, -1.67, 0.10)
S (2.28, -1.70, -0.28)
C (2.67, -3.48, -0.36)
C (3.15, -3.76, -1.78)
C (2.30, -2.87, -2.69)
C (2.38, -1.48, -2.07)
H (1.73, -3.97, -0.12)
H (3.40, -3.71, 0.41)
H (3.06, -4.82, -2.02)
H (4.20, -3.49, -1.88)
H (1.26, -3.21, -2.69)
H (2.65, -2.87, -3.72)
H (1.58, -0.80, -2.35)
H (3.33, -0.98, -2.27)
F (0.61, 0.62, 6.31)
C (0.46, 0.53, 4.98)
C (0.07, -0.68, 4.44)
C (-0.11, -0.75, 3.06)
C (0.11, 0.35, 2.25)
C (0.53, 1.55, 2.83)
C (0.71, 1.65, 4.20)
H (-0.09, -1.53, 5.08)
H (-0.40, -1.71, 2.63)
H (0.74, 2.42, 2.22)
H (1.02, 2.57, 4.67)
C (7.71, -0.19, 2.37)
C (6.51, 0.34, 1.64)
C (5.46, 0.96, 2.32)
C (4.37, 1.48, 1.65)
C (4.32, 1.37, 0.27)
C (5.34, 0.77, -0.44)
C (6.43, 0.25, 0.25)
S (2.92, 2.02, -0.59)
O (3.13, 1.81, -2.00)
O (2.66, 3.36, -0.12)
O (1.81, 1.12, -0.08)
H (7.53, -0.24, 3.44)
H (8.57, 0.47, 2.21)
H (7.98, -1.18, 2.01)
H (5.52, 1.04, 3.40)
H (3.56, 1.96, 2.19)
H (5.29, 0.73, -1.52)
H (7.24, -0.22, -0.30)
Cl (-5.58, 2.59, -2.34)
C (-5.00, 1.14, -1.59)
C (-5.85, 0.09, -1.33)
C (-5.32, -1.05, -0.73)
C (-3.98, -1.07, -0.42)
N (-3.16, -0.04, -0.67)
C (-3.66, 1.04, -1.25)
H (-6.90, 0.16, -1.58)
H (-5.95, -1.90, -0.51)
H (-3.53, -1.94, 0.04)
H (-2.98, 1.86, -1.47)
N (-1.11, 4.16, -0.05)
C (-1.99, 3.56, 0.78)
N (-1.99, 2.28, 1.03)
C (-3.03, 1.96, 1.93)
C (-3.33, 0.71, 2.44)
C (-4.38, 0.58, 3.34)
C (-5.14, 1.68, 3.72)
C (-4.86, 2.94, 3.21)
C (-3.80, 3.05, 2.32)
S (-3.23, 4.50, 1.55)
H (-0.33, 3.65, -0.43)
H (-1.05, 5.17, -0.08)
H (-2.76, -0.16, 2.15)
H (-4.61, -0.40, 3.75)
H (-5.95, 1.56, 4.43)
H (-5.45, 3.80, 3.49)
C (-2.36, 0.43, -5.39)
N (-2.04, -0.61, -4.40)
C (-2.47, -1.88, -4.55)
C (-2.20, -2.85, -3.65)
C (-1.42, -2.46, -2.52)
N (-1.01, -1.22, -2.35)
C (-1.30, -0.25, -3.26)
O (-0.96, 0.92, -3.10)
N (-1.11, -3.34, -1.56)
H (-2.44, -0.03, -6.37)
H (-1.57, 1.16, -5.38)
H (-3.30, 0.92, -5.13)
H (-3.05, -2.08, -5.44)
H (-2.56, -3.85, -3.78)
H (-1.30, -4.32, -1.68)
H (-0.45, -3.03, -0.85)



# C18H48AsBaF6O15P3

C18H48AsBaF6O15P3 as an isolated structure (ωB97M-V with the def2-TZVPD basis set, OMol25).

**HOMO level**: -0.06 eV
**ΔE to the lowest compared entry with this formula, charge and spin**: 1.777 eV
**E**: -5728.2591 a.u.
**Charge**: -2
**F_max**: 3.1 eV/Å

CARTESIAN COORDINATES (ANGSTROEM)
Ba (1.39, 1.72, -0.47)
O (2.18, 3.03, 1.66)
H (1.47, 2.87, 2.29)
O (4.02, 1.64, -0.81)
H (4.55, 1.28, -1.53)
O (1.71, 4.36, -1.08)
H (1.14, 4.98, -1.54)
As (2.05, 0.76, -4.58)
F (1.01, -0.41, -5.32)
F (2.99, -0.55, -3.89)
F (3.00, 2.00, -3.86)
F (1.03, 2.04, -5.25)
F (1.04, 0.73, -3.12)
F (3.05, 0.76, -6.02)
C (-3.22, -2.16, 3.60)
C (-2.38, -0.99, 4.08)
O (-1.83, -0.42, 2.89)
P (-0.71, 0.72, 2.96)
O (-0.32, 1.20, 1.65)
O (-1.33, 1.76, 3.99)
C (-0.47, 2.43, 4.91)
C (-0.29, 1.71, 6.25)
O (0.49, 0.11, 3.80)
C (1.39, -0.94, 3.42)
C (1.88, -1.52, 4.74)
H (-2.53, -2.82, 3.05)
H (-3.53, -2.85, 4.39)
H (-4.05, -1.86, 2.96)
H (-2.92, -0.23, 4.63)
H (-1.60, -1.37, 4.74)
H (0.54, 2.56, 4.52)
H (-0.82, 3.44, 5.11)
H (-0.11, 2.45, 7.04)
H (-1.11, 1.06, 6.57)
H (0.67, 1.20, 6.22)
H (0.89, -1.63, 2.74)
H (2.20, -0.41, 2.90)
H (2.62, -0.82, 5.13)
H (1.05, -1.68, 5.44)
H (2.34, -2.51, 4.77)
C (5.11, -2.57, -1.14)
C (3.91, -1.66, -0.96)
O (2.72, -2.44, -1.23)
P (1.56, -2.41, -0.15)
O (1.22, -1.07, 0.30)
O (2.16, -3.34, 1.04)
C (2.48, -4.70, 0.78)
C (3.17, -5.27, 1.99)
O (0.46, -3.36, -0.79)
C (-0.10, -3.15, -2.08)
C (-0.93, -1.86, -2.16)
H (5.14, -3.30, -0.32)
H (4.94, -3.16, -2.04)
H (6.06, -2.05, -1.11)
H (3.90, -1.36, 0.08)
H (3.96, -0.77, -1.59)
H (1.54, -5.20, 0.51)
H (3.15, -4.85, -0.08)
H (3.30, -6.35, 1.94)
H (4.17, -4.83, 2.04)
H (2.61, -5.12, 2.91)
H (0.63, -3.07, -2.88)
H (-0.74, -4.02, -2.22)
H (-1.79, -1.95, -2.82)
H (-1.30, -1.51, -1.19)
H (-0.31, -1.03, -2.51)
C (-2.08, 5.41, -2.67)
C (-2.67, 4.07, -3.09)
O (-2.68, 3.17, -1.98)
P (-2.48, 1.59, -2.09)
O (-1.18, 1.13, -1.60)
O (-3.70, 0.98, -1.29)
C (-3.69, 1.02, 0.16)
C (-5.12, 0.72, 0.58)
O (-2.81, 1.18, -3.61)
C (-1.70, 1.28, -4.54)
C (-2.26, 1.57, -5.91)
H (-2.65, 6.18, -3.18)
H (-2.18, 5.62, -1.60)
H (-1.01, 5.47, -2.88)
H (-3.71, 4.25, -3.41)
H (-2.11, 3.72, -3.95)
H (-2.95, 0.26, 0.43)
H (-3.41, 2.02, 0.51)
H (-5.69, -0.01, 0.01)
H (-5.15, 0.44, 1.64)
H (-5.73, 1.62, 0.52)
H (-0.90, 1.93, -4.19)
H (-1.25, 0.28, -4.53)
H (-2.94, 0.77, -6.22)
H (-2.97, 2.39, -5.76)
H (-1.51, 1.74, -6.68)



Q: Look up the E of the sixth one.
A: -5728.2591 a.u.